1.
Entry from OMol25: C25H28N4O2S2 in the gas phase (ωB97M-V/def2-TZVPD).

```
61
Properties=species:S:1:pos:R:3:forces:R:3
C -0.066 -0.623 3.370 -0.04 -0.03 -0.03
C 0.327 0.223 4.301 0.06 0.20 0.11
C 1.400 1.269 4.140 -0.19 -0.19 0.32
N 1.747 1.515 2.767 0.34 -0.02 -0.75
C 2.636 0.804 2.014 0.07 0.13 -0.08
N 2.661 1.265 0.789 0.65 -0.50 0.43
N 1.775 2.270 0.711 -0.76 0.96 -0.15
C 1.223 2.421 1.878 0.14 -0.08 -0.06
C 0.162 3.421 2.206 -0.08 0.14 0.26
O -0.572 3.813 1.080 -0.03 -0.03 -0.16
C -1.348 2.874 0.445 -0.25 -0.01 -0.26
C -1.560 1.577 0.890 0.15 0.09 0.25
C -2.404 0.744 0.178 -0.05 0.16 -0.06
C -3.056 1.168 -0.971 -0.01 -0.06 0.14
C -2.832 2.467 -1.425 0.12 0.00 0.12
C -1.981 3.300 -0.716 0.22 0.00 0.26
H -1.800 4.309 -1.053 0.02 0.17 -0.06
C -3.471 2.977 -2.688 -0.20 0.01 -0.08
C -4.691 2.157 -3.091 0.22 -0.01 -0.19
C -4.333 0.676 -3.086 -0.24 0.00 0.21
C -4.013 0.236 -1.663 -0.05 -0.06 -0.16
H -3.600 -0.776 -1.660 -0.03 -0.02 0.06
H -4.941 0.208 -1.081 -0.02 -0.08 -0.04
H -5.159 0.081 -3.480 0.06 -0.03 -0.05
H -3.466 0.512 -3.730 0.06 -0.03 -0.10
H -5.033 2.466 -4.081 -0.06 0.03 0.04
H -5.504 2.335 -2.384 -0.08 0.02 0.01
H -3.744 4.027 -2.561 0.07 0.01 -0.03
H -2.727 2.933 -3.491 -0.02 0.05 -0.05
H -2.563 -0.265 0.530 0.00 -0.14 0.03
H -1.091 1.199 1.785 0.05 0.01 0.07
H -0.498 3.019 2.990 0.08 0.07 -0.07
H 0.626 4.343 2.576 -0.13 -0.18 0.03
S 3.540 -0.541 2.637 0.22 -0.30 0.17
C 4.141 -1.268 1.074 -0.24 0.16 0.17
H 4.596 -0.470 0.490 0.07 -0.07 -0.03
H 4.884 -2.003 1.382 -0.08 0.05 -0.06
C 3.007 -1.976 0.330 0.32 0.24 0.03
O 2.803 -3.162 0.471 -0.03 -0.32 0.09
N 2.308 -1.130 -0.458 0.00 0.34 -0.30
C 1.154 -1.372 -1.211 -0.22 -0.12 -0.11
C 0.645 -2.651 -1.407 0.03 -0.13 0.05
C -0.494 -2.818 -2.177 -0.04 -0.16 -0.01
C -1.119 -1.717 -2.758 -0.03 -0.15 0.00
C -0.610 -0.451 -2.548 0.08 -0.07 0.00
C 0.520 -0.267 -1.774 0.09 -0.05 0.03
H 0.909 0.725 -1.598 0.05 0.15 0.03
H -1.095 0.407 -2.988 -0.07 0.11 -0.05
H -1.996 -1.872 -3.368 -0.14 0.05 -0.10
S -1.233 -4.394 -2.480 0.00 -0.17 0.01
C -0.128 -5.565 -1.644 -0.22 0.51 -0.19
H 0.867 -5.506 -2.075 0.10 -0.08 0.06
H -0.552 -6.548 -1.825 -0.01 -0.05 0.00
H -0.106 -5.362 -0.578 0.09 -0.08 0.08
H 1.151 -3.484 -0.951 0.01 -0.03 0.01
H 2.556 -0.138 -0.395 0.08 -0.34 0.10
H 1.077 2.211 4.595 0.13 -0.12 -0.01
H 2.304 0.934 4.663 -0.10 0.20 0.02
H -0.109 0.201 5.290 -0.10 -0.10 0.12
H -0.835 -1.350 3.562 -0.16 -0.14 0.13
H 0.355 -0.643 2.377 0.13 0.08 -0.20
```
Forces are in eV/Å.

Computed properties:
orbital gap	8.11	eV
HOMO energy	-7.71	eV
total charge	0
energy above the lowest of the compared OMol25 structures with the same formula, charge and spin	0.0	kcal/mol
structure (SMILES)	C=CCn1c(COc2ccc3c(c2)CCCC3)nnc1SCC(=O)Nc1cccc(SC)c1
molecular weight	480.7	g mol⁻¹
total energy	-2135.3417	hartree

Atom charges from the natural (NBO) analysis, given in e for atoms 1 to 4: C -0.3733; C -0.2060; C -0.2548; N -0.3710

2.
Entry from OMol25: C25H28N4OS in the gas phase (ωB97M-V/def2-TZVPD).

```
59
Properties=species:S:1:pos:R:3:forces:R:3
C -1.449 -5.765 5.452 -0.06 0.01 0.06
C -2.054 -4.925 4.369 0.03 0.02 -0.03
C -1.960 -3.540 4.412 0.03 -0.09 0.00
C -2.535 -2.759 3.427 -0.06 0.00 0.00
C -3.223 -3.342 2.369 -0.16 0.09 -0.01
C -3.316 -4.727 2.324 0.00 0.06 0.01
C -2.743 -5.506 3.312 0.04 0.01 0.03
H -2.831 -6.582 3.261 0.00 -0.12 0.00
H -3.847 -5.199 1.510 -0.07 -0.05 -0.10
C -3.795 -2.497 1.266 0.22 -0.06 -0.18
C -2.786 -2.364 0.114 -0.28 0.11 -0.07
N -1.558 -1.743 0.557 -0.03 -0.37 0.12
C -1.224 -0.479 0.246 0.45 0.04 0.24
O -1.851 0.225 -0.521 -0.27 0.21 -0.18
C 0.048 0.012 0.928 -0.03 -0.05 0.10
N 0.335 1.333 0.442 -0.18 0.26 -0.43
C 1.591 1.821 0.399 -0.09 0.03 0.27
N 1.800 2.982 -0.262 -0.30 -0.06 -0.01
C 3.089 3.648 -0.208 0.33 0.09 0.06
C 3.832 3.510 -1.507 0.07 0.05 -0.06
C 3.932 4.559 -2.414 -0.10 -0.14 0.37
N 4.531 4.462 -3.588 0.07 0.37 -0.42
C 5.069 3.302 -3.919 0.11 -0.21 -0.08
C 5.042 2.187 -3.093 -0.08 0.05 0.10
C 4.410 2.295 -1.866 0.11 0.09 -0.09
H 4.361 1.457 -1.186 -0.04 -0.07 0.08
H 5.503 1.261 -3.401 0.05 -0.07 -0.04
H 5.544 3.269 -4.891 0.07 -0.09 -0.07
H 3.517 5.534 -2.186 -0.09 0.06 0.14
H 3.661 3.176 0.597 -0.14 0.23 -0.14
H 2.931 4.704 0.034 -0.01 -0.06 -0.02
C 0.748 3.630 -1.023 -0.17 0.07 -0.05
C 0.134 2.751 -2.090 -0.11 0.11 -0.18
C 0.920 1.875 -2.828 0.02 0.01 0.04
C 0.349 1.074 -3.800 0.07 -0.02 -0.01
C -1.011 1.144 -4.049 -0.11 -0.01 -0.06
C -1.798 2.021 -3.326 -0.05 -0.02 -0.10
C -1.229 2.819 -2.350 0.20 0.09 0.04
H -1.850 3.496 -1.780 -0.07 0.05 0.10
H -2.860 2.078 -3.512 -0.10 -0.01 -0.01
H -1.455 0.512 -4.804 -0.05 -0.05 -0.06
H 0.970 0.391 -4.361 0.05 -0.05 -0.05
H 1.981 1.814 -2.635 0.07 -0.02 0.03
H 1.196 4.502 -1.509 -0.06 -0.04 0.13
H -0.037 3.992 -0.345 0.05 0.02 -0.11
S 2.812 1.018 1.195 0.63 -0.50 0.44
H -0.373 1.662 -0.211 0.06 -0.03 0.08
H -0.097 0.028 2.016 0.04 -0.13 -0.12
H 0.887 -0.663 0.717 -0.19 0.09 0.06
H -1.030 -2.237 1.260 0.09 0.14 -0.05
H -2.556 -3.352 -0.295 -0.07 0.08 -0.03
H -3.193 -1.729 -0.676 0.06 -0.15 0.03
H -4.035 -1.501 1.639 -0.06 0.01 -0.03
H -4.706 -2.951 0.874 -0.06 0.03 0.02
H -2.457 -1.682 3.483 -0.02 0.11 0.00
H -1.431 -3.067 5.228 0.06 0.05 0.09
H -1.261 -6.777 5.101 0.05 -0.07 0.03
H -0.514 -5.332 5.801 0.07 -0.03 0.05
H -2.130 -5.823 6.302 0.02 -0.06 0.09
```
Forces are in eV/Å.

Computed properties:
orbital gap	8.66	eV
HOMO energy	-8.01	eV
total charge	0
energy above the lowest of the compared OMol25 structures with the same formula, charge and spin	0.0	kcal/mol
structure (SMILES)	Cc1ccc(CCNC(=O)CNC(=S)N(Cc2ccccc2)Cc2cccnc2)cc1
molecular weight	432.6	g mol⁻¹
total energy	-1661.9558	hartree

Atom charges from the natural (NBO) analysis, given in e for atoms 1 to 4: C -0.6266; C -0.0186; C -0.2275; C -0.1651

3.
Entry from OMol25: a molecular structure, C25H29AlN3P2 (ωB97M-V/def2-TZVPD).

```
60
Properties=species:S:1:pos:R:3:forces:R:3
C -1.430 3.239 -3.792 0.22 0.10 0.25
C -1.209 1.953 -3.300 0.54 -0.24 0.03
C 0.109 1.432 -3.237 0.11 0.15 0.04
C 1.202 2.238 -3.683 -0.95 0.48 -0.01
C 0.945 3.564 -4.123 -0.10 -0.31 0.11
C -0.351 4.048 -4.184 -0.15 -0.01 0.03
C 2.477 1.660 -3.696 0.70 0.33 -0.40
C 2.617 0.269 -3.654 0.32 -1.16 0.33
C 1.497 -0.520 -3.243 0.39 0.07 0.40
C 1.592 -1.938 -3.207 -0.16 0.66 0.17
C 2.805 -2.545 -3.532 0.01 0.10 0.12
C 3.932 -1.780 -3.877 -0.14 0.02 0.04
C 3.844 -0.398 -3.932 -0.27 -0.10 -0.06
H -2.457 3.610 -3.825 0.34 0.01 -0.13
H 1.801 4.168 -4.430 -0.33 -0.07 0.05
H -0.555 5.057 -4.540 0.13 -0.24 0.06
H 3.350 2.275 -3.924 -0.25 -0.13 0.02
H 2.865 -3.633 -3.470 0.10 0.27 -0.14
H 4.870 -2.295 -4.092 -0.26 0.25 0.04
H 4.708 0.217 -4.186 -0.16 -0.24 0.02
N 0.387 0.160 -2.715 -1.51 -0.51 -0.25
Al 0.356 -0.087 -0.734 1.94 0.65 -0.08
C -2.385 1.128 -2.815 0.45 0.13 -0.33
H -2.341 0.085 -3.169 0.11 0.23 0.23
H -3.332 1.559 -3.180 0.21 -0.09 0.20
C 0.407 -2.781 -2.755 0.07 0.04 -0.11
H -0.507 -2.573 -3.341 0.35 -0.01 0.19
H 0.645 -3.850 -2.837 -0.10 0.22 -0.14
P -2.430 1.152 -1.014 -1.48 0.64 -0.63
P 0.041 -2.452 -0.994 0.54 -0.02 -0.51
C 1.390 -3.254 -0.084 -0.07 -0.23 0.19
H 1.264 -3.042 0.985 0.09 -0.12 -0.16
H 1.354 -4.339 -0.249 0.08 0.21 0.10
H 2.363 -2.864 -0.408 -0.28 -0.03 -0.01
C -1.451 -3.402 -0.605 -0.24 -0.13 0.21
H -1.278 -4.467 -0.813 -0.06 0.26 0.01
H -1.694 -3.284 0.458 0.02 -0.07 -0.22
H -2.300 -3.051 -1.206 0.25 -0.14 0.11
C -2.796 2.782 -0.379 -0.44 0.24 0.16
H -3.765 3.143 -0.738 0.15 0.02 0.06
H -2.816 2.713 0.716 -0.01 0.08 -0.21
H -2.009 3.487 -0.672 -0.11 -0.24 -0.04
C -3.631 -0.084 -0.537 -0.62 -0.09 0.47
H -3.767 -0.058 0.550 -0.13 -0.08 -0.27
H -4.601 0.127 -1.011 0.26 -0.08 0.02
H -3.300 -1.085 -0.848 -0.03 0.31 0.10
H 1.769 0.779 -0.651 -0.55 -0.73 0.62
H -1.086 0.998 -0.440 0.51 -0.45 -0.01
N 3.013 -0.684 5.075 -2.23 0.01 -1.79
C 2.093 -0.676 4.348 2.01 0.12 1.45
C 0.933 -0.684 3.483 0.78 0.29 -0.35
C -0.282 -1.152 3.991 -0.75 -0.21 0.39
C -1.378 -1.186 3.150 0.01 0.04 0.06
C -1.213 -0.824 1.822 -0.62 0.09 -0.10
N -0.041 -0.368 1.322 1.17 -0.06 -0.69
C 1.030 -0.269 2.161 -0.50 -0.06 0.34
H -0.358 -1.466 5.030 0.04 0.08 -0.23
H -2.366 -1.493 3.494 0.33 -0.01 -0.02
H -2.060 -0.899 1.137 0.54 -0.04 0.17
H 1.954 0.134 1.741 -0.29 -0.19 0.07
```
Forces are in eV/Å.

Computed properties:
orbital gap (spin up / spin down)	5.41 / 4.35	eV
HOMO energy (spin up / spin down)	-8.41 / -7.89	eV
total charge	+1
energy above the lowest of the compared OMol25 structures with the same formula, charge and spin	58.8	kcal/mol
molecular weight	460.5	g mol⁻¹
total energy	-2059.1903	hartree

Atom charges from the natural (NBO) analysis, given in e for atoms 1 to 4: C -0.2089; C -0.1314; C 0.2633; C -0.1000